9
Properties=species:S:1:pos:R:3:lowdin_charge:R:1 method="wB97M-V/def2-TZVPD" e_tot_ha=-267.12767 homo_energy_ev=-10.2
C 0.5339 0.0531 -1.2717 -0.214
C -0.4676 0.1813 -0.1732 -0.269
C -0.1372 -0.2842 1.1878 -0.085
H 1.5216 0.4955 -1.0044 0.141
H -1.4853 0.1588 -0.4989 0.144
H -0.9405 -0.5874 1.8576 0.116
H 0.8605 -0.6888 1.3971 0.121
O 0.2767 -0.4239 -2.3402 0.077
O -0.1621 1.0956 0.8458 -0.032

***

66
Properties=species:S:1:pos:R:3:lowdin_spin:R:1 method="wB97M-V/def2-TZVPD" e_tot_ha=-1749.36096 spin_multiplicity=2 homo_energy_ev="-10.9 / -10.9" total_charge=+1
Pd -0.1967 -0.3332 0.3045 0.063
C 2.9050 0.1354 3.3619 0.002
C 1.6651 -0.1700 2.5861 0.001
N 1.6141 -0.0598 1.3154 0.054
N 2.6075 0.4736 0.5985 0.014
C 2.3973 0.3247 -0.7088 0.005
O 1.3974 -0.2925 -1.1768 0.041
C 3.3675 0.9529 -1.6293 0.003
C 4.6019 1.4158 -1.1771 0.001
C 5.4651 2.0467 -2.0572 0.000
C 5.1014 2.2184 -3.3871 0.000
C 3.8658 1.7719 -3.8353 0.000
C 3.0028 1.1329 -2.9606 0.000
C 0.4392 -0.6477 3.2041 -0.001
C 0.3254 -0.8964 4.5609 -0.003
C -0.8592 -1.4007 5.0687 0.002
C -1.9040 -1.6602 4.2011 -0.003
C -1.7202 -1.3786 2.8614 -0.002
N -0.5890 -0.8687 2.3805 -0.037
H 3.6535 0.5485 2.6958 0.000
H 3.3041 -0.7740 3.8168 0.000
H 2.6989 0.8542 4.1575 0.000
H 4.8717 1.2747 -0.1397 0.000
H 6.4228 2.4079 -1.7057 0.000
H 5.7855 2.6987 -4.0750 0.000
H 3.5740 1.9299 -4.8652 0.000
H 2.0296 0.7900 -3.2857 0.000
H 1.1754 -0.7119 5.2033 0.000
H -0.9671 -1.5943 6.1277 0.000
H -2.8459 -2.0577 4.5522 0.000
H -2.5122 -1.5478 2.1451 0.000
N -0.6147 2.1166 0.5968 0.028
C -1.9576 2.6035 0.6814 0.011
C -2.1790 3.8718 1.2116 0.000
C -3.4491 4.4152 1.2783 0.010
C -4.5337 3.6876 0.8101 0.000
C -4.3322 2.4148 0.3154 0.008
C -3.0580 1.8387 0.2479 0.005
C -2.9612 0.4174 -0.1589 0.066
C -3.8701 -0.4967 0.3302 -0.011
C -3.7654 -1.8661 0.0536 0.091
C -2.7026 -2.3651 -0.6782 -0.009
C -1.7687 -1.4891 -1.2112 0.070
C -1.9150 -0.0671 -1.0334 0.013
H -0.3096 2.1591 -0.3703 -0.001
H 0.0112 2.6573 1.1791 0.000
H -1.3272 4.4490 1.5538 0.000
H -3.5903 5.4104 1.6786 0.001
H -5.5300 4.1073 0.8373 0.000
H -5.1769 1.8444 -0.0519 0.000
H -4.6581 -0.1472 0.9865 -0.002
H -4.5124 -2.5474 0.4428 0.005
H -2.6108 -3.4288 -0.8509 -0.002
H -1.0014 -1.8184 -1.9002 0.003
O -1.1019 0.7466 -1.6378 0.475
N -1.5520 1.1372 -3.9453 0.077
C -2.7430 1.6286 -4.2766 0.006
C -3.4430 1.1834 -5.3903 0.002
C -2.8728 0.1930 -6.1739 0.002
C -1.6268 -0.3095 -5.8323 0.002
C -1.0028 0.1893 -4.6978 0.006
H -3.1416 2.4025 -3.6282 0.000
H -4.4100 1.6043 -5.6327 0.000
H -3.3940 -0.1848 -7.0441 0.000
H -1.1471 -1.0735 -6.4297 0.000
H -0.0360 -0.1814 -4.3706 0.001

***

26
Properties=species:S:1:pos:R:3:lowdin_charge:R:1 method="wB97M-V/def2-TZVPD" e_tot_ha=-841.85094 homo_energy_ev="-10.0 / -10.0" total_charge=+1
C -1.4892 -2.1765 -1.9496 -0.054
C -1.9157 -2.9752 -0.8609 -0.072
C -1.3873 -0.7757 -1.9028 -0.020
C -2.1247 -2.3360 0.3381 -0.082
C -1.2421 -0.1822 -0.6376 -0.286
C -1.6309 -1.0215 0.3872 0.131
C -0.8401 1.2399 -0.3764 -0.159
C -0.1297 1.4514 0.9479 -0.108
C 2.0268 0.3164 0.2512 -0.444
C 2.1395 1.7748 2.0230 -0.031
N 1.3773 1.4996 0.8042 -0.229
S 2.2379 0.1265 -1.4850 0.875
H -1.4424 -2.6741 -2.8282 0.071
H -1.9540 -4.0754 -0.9979 0.130
H -1.1655 -0.1937 -2.7799 0.120
H -2.4939 -2.8361 1.3127 0.144
H -0.3302 1.5813 -1.2625 0.095
H -1.8420 1.7555 -0.4819 0.159
H -0.4363 2.5106 1.3139 0.169
H -0.4837 0.6760 1.6129 0.109
H 2.2960 -0.4845 0.8834 0.065
H 1.7535 2.7759 2.5959 0.168
H 1.8537 0.9643 2.6167 0.075
H 3.2669 1.8683 1.9327 0.138
H 1.5557 2.3089 0.1833 0.185
H 2.4006 -1.1186 -1.6407 -0.148

***

8
Properties=species:S:1:pos:R:3:lowdin_charge:R:1 method="wB97M-V/def2-TZVPD" e_tot_ha=-605.98461 homo_energy_ev="-8.7 / -8.7"
C 0.0828 0.9955 -0.2079 -0.022
C 1.4425 0.3614 0.1834 -0.190
N 0.2193 -0.2811 -0.1091 -0.064
O -2.5918 -0.9931 -0.1799 -0.710
S -2.9705 0.4354 -0.2353 0.709
H 2.1598 0.2075 -0.5088 0.040
H 1.6584 0.5473 1.2605 0.094
H -0.0006 -1.2729 -0.2029 0.142

***

97
Properties=species:S:1:pos:R:3:lowdin_charge:R:1 method="wB97M-V/def2-TZVPD" e_tot_ha=-4082.56160 homo_energy_ev=-4.3 total_charge=-1
Y -0.7870 0.3780 1.7585 0.701
O -3.1237 0.4531 2.2102 -0.333
N -4.1311 -0.1191 1.6016 -0.211
C -5.3643 0.1365 2.1040 -0.030
C -6.4907 -0.4039 1.5534 -0.084
C -6.3448 -1.2402 0.4408 -0.094
C -5.0899 -1.4886 -0.0588 -0.096
C -3.9260 -0.9214 0.5116 -0.669
S -2.3500 -1.1600 -0.0742 0.658
H -5.3553 0.7847 2.9662 0.134
H -7.4581 -0.1733 1.9832 0.098
H -7.2157 -1.6950 -0.0196 0.099
H -4.9375 -2.1301 -0.9178 0.100
Te -0.4651 -1.5668 3.7850 0.216
Te -1.9883 -0.1476 5.5312 -0.013
Te -0.5817 2.1230 5.9942 0.058
Te -1.6276 3.5657 3.9780 0.800
C -3.6020 0.7948 -4.0459 -0.102
C -4.2512 1.3603 -2.9555 -0.091
C -3.5207 1.8694 -1.8861 -0.097
C -2.1250 1.8368 -1.8801 -0.346
C -1.4893 1.2616 -2.9860 -0.104
C -2.2157 0.7484 -4.0561 -0.084
P -1.1259 2.2409 -0.3589 1.108
C 0.4317 2.8237 -1.1440 -0.347
C 1.6581 2.3609 -0.6660 -0.078
C 2.8495 2.7808 -1.2573 -0.076
C 2.8275 3.6633 -2.3264 -0.090
C 1.6084 4.1266 -2.8160 -0.086
C 0.4240 3.7052 -2.2293 -0.121
C -1.9248 3.8046 0.2131 -0.324
C -3.1172 3.6887 0.9410 -0.169
C -3.7870 4.8159 1.4041 -0.126
C -3.2549 6.0812 1.1881 -0.105
C -2.0400 6.2059 0.5262 -0.086
C -1.3789 5.0789 0.0487 -0.071
H -4.1718 0.3893 -4.8759 0.095
H -5.3353 1.3951 -2.9258 0.099
H -4.0612 2.2894 -1.0503 0.090
H -0.4091 1.2028 -3.0127 0.082
H -1.6910 0.3031 -4.8964 0.101
H 1.6819 1.6483 0.1491 0.080
H 3.7956 2.4015 -0.8839 0.093
H 3.7560 3.9874 -2.7855 0.097
H 1.5823 4.8103 -3.6571 0.097
H -0.5232 4.0528 -2.6262 0.112
H -3.4901 2.7027 1.1993 0.087
H -4.7068 4.6987 1.9653 0.103
H -3.7689 6.9617 1.5583 0.097
H -1.5938 7.1861 0.3892 0.100
H -0.4221 5.1977 -0.4408 0.094
O -1.1838 2.1814 2.6393 -1.029
O 0.1466 2.3431 2.0453 -0.458
C -0.1754 -4.5695 0.8065 -0.028
C 1.2388 -4.4073 1.3544 -0.635
C 1.3506 -5.0249 2.7416 -0.046
C 2.2677 -5.0766 0.4387 -0.030
O 1.5480 -3.0030 1.5124 -0.163
Si 1.7664 -1.7745 0.4244 0.003
O 0.7561 -0.5573 0.6521 -0.427
O 1.6092 -2.4744 -1.0640 -0.118
C 2.0697 -2.0912 -2.3741 -0.632
C 1.1664 -2.8309 -3.3470 -0.034
C 1.9232 -0.5822 -2.5527 -0.028
C 3.5207 -2.5222 -2.5768 -0.028
O 3.3490 -1.2911 0.5167 -0.110
C 4.2032 -0.9405 1.6182 -0.640
C 5.2399 0.0166 1.0533 -0.034
C 3.4275 -0.2649 2.7469 -0.029
C 4.8740 -2.2150 2.1191 -0.029
H -0.4223 -5.6329 0.7055 0.085
H -0.2685 -4.0923 -0.1741 0.078
H -0.8991 -4.0996 1.4805 0.071
H 1.1553 -6.1016 2.6863 0.084
H 0.6372 -4.5744 3.4325 0.043
H 2.3597 -4.8692 3.1410 0.083
H 2.0545 -6.1487 0.3806 0.083
H 3.2774 -4.9440 0.8471 0.086
H 2.2407 -4.6558 -0.5704 0.066
H 0.1232 -2.5377 -3.1826 0.090
H 1.2510 -3.9113 -3.1891 0.084
H 1.4429 -2.6022 -4.3813 0.082
H 0.9050 -0.2801 -2.2873 0.072
H 2.1286 -0.2923 -3.5886 0.093
H 2.6176 -0.0423 -1.8953 0.077
H 3.6042 -3.6119 -2.4877 0.082
H 4.1644 -2.0625 -1.8222 0.075
H 3.8648 -2.2244 -3.5740 0.084
H 4.7533 0.9449 0.7351 0.070
H 5.7354 -0.4341 0.1867 0.085
H 5.9958 0.2608 1.8071 0.085
H 2.8576 0.5864 2.3714 0.081
H 4.1210 0.0966 3.5128 0.090
H 2.7258 -0.9556 3.2227 0.052
H 5.4246 -2.6951 1.3021 0.087
H 4.1105 -2.9115 2.4823 0.074
H 5.5692 -1.9949 2.9369 0.084

***

95
Properties=species:S:1:pos:R:3:lowdin_charge:R:1 method="wB97M-V/def2-TZVPD" e_tot_ha=-2703.70243 homo_energy_ev=-12.2 total_charge=+2
Zr -0.0973 1.2793 0.4724 1.914
C -3.7637 1.3183 3.5190 -0.045
C -2.9759 1.3668 2.2159 -0.235
N -1.7821 0.4587 2.1276 -0.221
C -2.2096 -0.9816 2.2409 -0.204
C -3.3821 -1.4374 1.3928 -0.064
C -0.8843 0.6941 3.2920 -0.181
C -0.4818 2.1513 3.4077 -0.192
N -0.1858 2.6760 2.0724 -0.168
C 0.1940 4.0036 1.9564 -0.176
C 0.5439 4.4261 0.6825 -0.125
F 0.4732 3.4104 -0.2727 -0.067
C 0.9141 5.6942 0.3143 -0.215
F 1.1999 5.9431 -0.9608 0.126
C 0.9874 6.6679 1.2896 0.106
C 0.6748 6.2934 2.5837 -0.195
F 0.7445 7.1887 3.5548 0.147
C 0.2880 5.0017 2.9284 -0.133
F 0.0087 4.7453 4.2099 0.116
H -4.6148 1.9928 3.4275 0.098
H -3.1874 1.6415 4.3845 0.077
H -4.1578 0.3228 3.7224 0.086
H -2.6388 2.3847 2.0204 0.104
H -3.6444 1.0799 1.4095 0.085
H -2.4642 -1.1620 3.2880 0.126
H -1.3441 -1.5998 2.0145 0.096
H -4.3012 -0.8899 1.5987 0.081
H -3.5704 -2.4804 1.6477 0.101
H -3.1767 -1.4183 0.3267 0.020
H -0.0118 0.0473 3.1907 0.111
H -1.3762 0.3887 4.2172 0.137
H 0.3758 2.2364 4.0800 0.134
H -1.2960 2.7158 3.8638 0.119
H 1.2791 7.6828 1.0588 0.155
C -2.6716 0.7390 -1.3202 -0.057
N -1.4549 1.5940 -1.3819 -0.360
C -1.9196 2.9903 -1.6182 -0.043
C -0.6472 1.1033 -2.5440 -0.160
C 0.7900 1.5930 -2.5489 -0.173
N 1.5605 1.1062 -1.3749 -0.322
C 2.0051 -0.2868 -1.6505 -0.062
C 2.7983 1.9189 -1.2748 -0.062
H -3.1574 0.7294 -2.2981 0.121
H -3.3719 1.1420 -0.5944 0.087
H -2.3903 -0.2787 -1.0592 0.032
H -2.7015 2.9843 -2.3793 0.114
H -1.1079 3.6185 -1.9712 0.088
H -2.3283 3.4086 -0.6980 0.101
H -1.1224 1.4131 -3.4786 0.151
H -0.6583 0.0096 -2.5070 0.086
H 0.8347 2.6823 -2.5734 0.120
H 1.2484 1.2339 -3.4754 0.145
H 2.6371 -0.2926 -2.5424 0.115
H 1.1567 -0.9535 -1.7913 0.020
H 2.5946 -0.6601 -0.8149 0.096
H 3.3207 1.9148 -2.2346 0.113
H 3.4613 1.4817 -0.5321 0.085
H 2.5771 2.9510 -1.0129 0.082
O 4.9459 -1.5879 3.9803 0.158
C 3.9292 -1.6941 3.1090 -0.462
O 3.5522 -2.7531 2.7234 0.185
C 3.3073 -0.4142 2.6286 -0.010
C 3.7549 0.8827 2.8003 0.038
N 2.9147 1.6980 2.1445 0.068
N 1.9407 1.0166 1.5466 -0.030
C 2.1540 -0.2738 1.8304 -0.112
C 1.0912 -1.2418 1.3494 -0.507
O 0.9730 -2.3688 1.6913 0.187
O 0.2288 -0.6119 0.5110 -0.339
H 5.1807 -0.6854 4.2180 0.106
H 4.6030 1.2884 3.3296 0.152
H 2.9650 2.7032 2.0677 0.180
Te -0.9356 -2.9926 -1.3981 1.428
C 0.7183 -4.2855 -1.2178 -0.528
C 1.7606 -4.2314 -2.1367 -0.141
C 2.8351 -5.1010 -2.0071 -0.075
C 2.8742 -6.0078 -0.9568 -0.068
C 1.8384 -6.0489 -0.0357 -0.065
C 0.7553 -5.1889 -0.1627 -0.148
C -1.4236 -3.4111 -3.4009 -0.545
C -0.6999 -2.8137 -4.4310 -0.167
C -1.0236 -3.0774 -5.7552 -0.079
C -2.0816 -3.9251 -6.0543 -0.067
C -2.8128 -4.5100 -5.0304 -0.068
C -2.4861 -4.2574 -3.7043 -0.137
H 1.7292 -3.5373 -2.9680 0.084
H 3.6391 -5.0725 -2.7311 0.109
H 3.7129 -6.6839 -0.8580 0.111
H 1.8621 -6.7609 0.7787 0.113
H -0.0550 -5.2275 0.5535 0.095
H 0.1317 -2.1546 -4.2066 0.076
H -0.4502 -2.6219 -6.5524 0.108
H -2.3353 -4.1289 -7.0859 0.112
H -3.6379 -5.1710 -5.2606 0.113
H -3.0463 -4.7331 -2.9099 0.094

***

109
Properties=species:S:1:pos:R:3:lowdin_charge:R:1 method="wB97M-V/def2-TZVPD" e_tot_ha=-2413.30828 homo_energy_ev=-7.9
C -1.1557 2.5137 1.4033 -0.065
C 0.1015 2.7893 2.1934 -0.512
C 0.1309 4.3015 2.4390 -0.058
C 0.0059 2.1115 3.5583 -0.031
C 1.3547 2.3184 1.3922 -0.068
C 2.1319 3.3135 0.7971 -0.048
C 3.4817 3.0964 0.5448 -0.052
C 4.0227 1.8489 0.8147 -0.035
C 3.2118 0.7339 1.0450 -0.057
C 3.9426 -0.6504 1.0233 -0.515
C 3.1426 -1.7141 0.3029 -0.058
C 4.3069 -1.0796 2.4454 -0.038
C 5.2570 -0.5860 0.2325 -0.067
C 1.8271 0.9710 1.2916 -0.067
N 0.8743 -0.1143 1.3305 0.019
C 0.7801 -1.0817 2.4204 -0.115
C -0.2427 -2.0756 1.9477 -0.101
N -0.8353 -1.4595 0.7577 0.014
C -1.9960 -2.0820 0.1543 -0.072
C -3.2802 -1.9701 0.7722 -0.071
C -3.6664 -1.2767 2.1214 -0.520
C -5.0865 -0.6804 2.0340 -0.066
C -2.7889 -0.0971 2.4896 -0.053
C -3.6822 -2.3261 3.2402 -0.037
C -4.3629 -2.5969 0.1526 -0.051
C -4.2928 -3.0560 -1.1522 -0.052
C -3.0442 -3.1693 -1.7415 -0.047
C -1.8833 -2.9056 -1.0072 -0.078
C -0.6414 -3.7415 -1.4515 -0.513
C -0.6179 -3.9445 -2.9709 -0.056
C -0.7487 -5.1233 -0.7858 -0.031
C 0.6709 -3.0878 -1.0809 -0.056
C -0.0805 -0.3644 0.3505 -0.212
C -0.1568 0.3700 -0.8248 -0.029
C -1.1726 0.0390 -1.7981 -0.235
C -2.5321 0.3892 -1.5989 -0.013
C -3.4721 0.1807 -2.6002 -0.067
C -3.0860 -0.3641 -3.8300 -0.076
C -1.7557 -0.7323 -4.0468 -0.087
C -0.8060 -0.5308 -3.0508 -0.062
H -1.1949 1.4686 1.0959 0.040
H -2.0518 2.7613 1.9891 0.101
H -1.1857 3.0982 0.4821 0.050
H 1.0594 4.6048 2.9341 0.097
H 0.0043 4.8622 1.5069 0.074
H -0.7079 4.5743 3.0907 0.093
H 0.9168 2.2911 4.1419 0.099
H -0.8533 2.5191 4.1077 0.093
H -0.1441 1.0357 3.4644 0.040
H 1.7223 4.3111 0.6253 0.110
H 4.1133 3.9047 0.1722 0.119
H 5.1064 1.7353 0.7776 0.110
H 2.9143 -1.3878 -0.7169 0.069
H 3.7279 -2.6422 0.2352 0.104
H 2.2149 -1.9516 0.8125 0.043
H 5.0990 -0.4290 2.8356 0.090
H 3.4643 -1.0218 3.1408 0.067
H 4.6834 -2.1105 2.4339 0.094
H 6.0219 -0.0013 0.7522 0.078
H 5.6514 -1.6031 0.1150 0.093
H 5.0869 -0.1739 -0.7692 0.068
H 1.7466 -1.5516 2.6213 0.095
H 0.4762 -0.5979 3.3580 0.108
H 0.2223 -3.0389 1.6801 0.114
H -1.0152 -2.2978 2.6938 0.103
H -5.8684 -1.4466 2.0197 0.073
H -5.2778 -0.0483 2.9117 0.090
H -5.1903 -0.0518 1.1407 0.094
H -1.7308 -0.3511 2.5422 0.055
H -2.9231 0.7125 1.7663 0.068
H -3.0777 0.2952 3.4776 0.104
H -2.7145 -2.8241 3.3621 0.069
H -3.9469 -1.8551 4.1968 0.093
H -4.4298 -3.0981 3.0203 0.089
H -5.3165 -2.6855 0.6739 0.105
H -5.1928 -3.3509 -1.6893 0.112
H -2.9915 -3.5285 -2.7699 0.110
H -0.6908 -2.9803 -3.4871 0.062
H 0.3305 -4.4140 -3.2643 0.092
H -1.4242 -4.6035 -3.3079 0.079
H -0.7780 -5.0318 0.3080 0.084
H -1.6658 -5.6334 -1.1061 0.089
H 0.1102 -5.7508 -1.0588 0.093
H 0.9265 -3.2814 -0.0377 0.059
H 1.4961 -3.4853 -1.6899 0.104
H 0.6382 -2.0091 -1.2696 0.064
H 0.6219 1.2124 -0.9888 0.093
H -2.7975 0.8565 -0.6451 0.115
H -4.5114 0.4543 -2.4127 0.109
H -3.8248 -0.5057 -4.6207 0.106
H -1.4432 -1.1631 -5.0010 0.112
H 0.2550 -0.7493 -3.2106 0.109
O 2.3748 6.7856 -3.3589 0.074
N 2.9663 5.7177 -3.1217 -0.317
O 4.2164 5.6156 -3.1547 0.039
C 2.2365 4.5053 -2.8117 -0.083
C 2.8978 3.2727 -2.8057 0.095
C 2.1982 2.1213 -2.4485 -0.117
N 2.8956 0.8913 -2.3692 -0.277
O 4.1472 0.8825 -2.4425 0.046
O 2.2285 -0.1698 -2.2233 0.020
C 0.7636 2.0240 -2.0944 0.023
C 0.1895 3.3692 -1.9336 -0.185
N -1.0066 3.6984 -1.4083 0.191
O -0.9140 5.1462 -1.3185 -0.065
N 0.1970 5.6518 -1.9263 0.170
C 0.8834 4.5396 -2.3345 -0.153
H 3.9540 3.2000 -3.0557 0.141
H 0.2546 1.5393 -2.9472 0.153

***

17
Properties=species:S:1:pos:R:3:lowdin_charge:R:1 method="wB97M-V/def2-TZVPD" e_tot_ha=-397.26691 homo_energy_ev=-9.3
C 2.5568 -0.4971 0.7970 -0.107
C -1.2053 -1.3397 -0.5055 -0.059
N 1.3222 0.1379 0.4522 0.035
C 1.1030 1.2230 -0.0980 -0.351
C -1.5589 -0.0203 0.1255 -0.473
N -1.1468 1.1598 -0.7001 0.069
N -2.5863 0.0285 0.8664 0.112
O 1.2670 2.1864 -0.7632 0.109
H -1.5993 2.0365 -0.4763 0.091
H -0.6173 1.1333 -1.5597 0.078
H -2.9549 0.9546 1.0647 0.044
H 2.4354 -1.1218 1.6820 0.075
H 2.9795 -1.1017 -0.0093 0.082
H 3.3492 0.2195 1.0288 0.081
H -0.7905 -1.2307 -1.5053 0.072
H -0.4664 -1.7936 0.1548 0.064
H -2.0874 -1.9747 -0.5540 0.077